Record 1
19
Properties=species:S:1:pos:R:3:mulliken_charge:R:1 method="wB97M-V/def2-TZVPD" charge=+1 e_above_lowest_ev=3.452 gap_ev=10.60 fmax_ev_per_a=7.2 e_tot_ev=-11752.524 homo_ev=-13.46
H -1.72553 1.97366 -0.85741 0.26
H 2.15545 -1.73699 0.35377 0.28
N 1.39678 -1.09652 -0.15084 -0.31
H -0.48262 3.00770 -1.76008 0.32
C 0.05862 1.15149 -1.11243 0.61
H 0.82350 -2.17730 2.00966 0.23
H -1.79529 -0.42454 1.89842 0.30
H 2.88815 -0.13062 -1.17877 0.32
C 1.79791 -0.40034 -1.40968 -0.45
H -1.94316 1.31598 1.17271 0.31
C 0.26104 -0.83886 0.57550 0.71
N 0.11285 -1.60798 1.69582 -0.53
H 1.74995 -0.98553 -2.26599 0.31
C -1.87226 0.19901 0.94696 -0.82
H -2.85257 -0.03314 0.41539 0.29
N 1.06209 0.73121 -1.61715 -0.37
H -0.19250 -0.99696 2.39975 0.14
N -0.77699 2.05374 -1.34819 -0.35
N -0.66541 -0.00400 0.23257 -0.24



Record 2
72
Properties=species:S:1:pos:R:3:mulliken_charge:R:1 method="wB97M-V/def2-TZVPD" charge=+1 gap_ev=5.87 fmax_ev_per_a=3.4 e_tot_ev=-78402.103 homo_ev=-11.62
S 0.85384 -1.18835 3.78562 -0.13
H -1.43208 0.40229 -3.50077 0.38
C -0.24941 -0.84531 -2.17897 0.50
H -4.77244 2.49563 6.74076 0.32
H -0.17712 1.16875 -1.37624 0.42
H -0.41010 -4.81064 -3.67458 0.29
H -1.19303 -3.97199 -5.83006 0.35
H 4.26325 2.06384 3.52379 0.26
H -1.09764 -1.16296 -1.56409 0.33
H 2.78127 1.00116 1.90294 0.25
H -0.53099 3.58413 -7.44786 0.33
H -3.81614 3.73720 7.53662 0.36
H 5.23525 0.59763 3.46063 0.29
H 0.08896 -0.16295 -4.20059 0.00
H 3.58886 3.21934 1.30224 0.29
C 4.40714 2.67781 0.81887 -1.23
C 0.47649 0.30306 -1.49384 -1.33
S 0.41331 2.06036 4.03099 -0.33
O -0.04107 2.36265 -5.13119 -0.47
P -0.53380 -2.39577 2.55772 0.29
H 1.35276 0.60805 -2.07129 0.33
H 0.28711 3.13694 -4.66784 0.31
H 1.07364 3.33907 -8.15748 0.38
H -1.27180 1.33200 8.94899 0.30
H -3.41524 -4.54840 -4.19332 0.26
C 4.65877 1.35230 1.51952 0.38
H -1.35887 -6.38828 -5.51373 0.35
H -2.62498 -6.92478 -4.39538 0.36
H 5.96887 2.15713 3.05063 0.39
C 5.06125 1.55782 2.97173 -1.17
H 2.58695 2.85747 -5.45021 0.33
I 1.60586 -2.79588 5.42771 0.22
H 1.37442 -1.72464 -2.81384 0.35
O 3.48845 0.53366 1.44868 -0.46
C -2.40017 -4.76983 -4.52649 0.35
O -2.19650 1.85395 6.49764 -0.46
C 2.18552 2.00081 -5.99872 -1.23
H -1.86341 2.75496 6.44040 0.31
H -1.67213 0.28312 4.26021 0.18
C -0.74700 -0.44306 -3.55715 -0.95
P -0.33313 0.38002 4.71262 0.54
H -2.68705 1.92276 9.83454 0.39
H -3.04878 -6.23739 -5.97251 0.33
H -3.34969 0.72074 7.73186 0.25
C -2.98391 1.74826 7.69433 0.34
H -1.48033 -3.63229 -2.93779 0.03
H 0.32384 1.33670 -6.83923 0.29
H -4.79191 2.62232 8.50699 0.38
H -1.26023 -1.27792 -4.03944 0.25
N -2.09437 -2.05814 3.21559 -0.51
C -2.11579 2.02359 8.91196 -1.27
H 0.87294 4.34334 -6.71116 0.36
C -4.16292 2.70398 7.62068 -1.29
H -0.54290 -2.14570 0.46941 0.31
H -1.70306 3.03484 8.86985 0.35
H 5.44535 0.80716 0.99692 0.28
H -1.68016 -5.35564 -2.56371 0.42
O -0.49342 -1.49207 1.17010 -0.23
H 5.29621 3.30924 0.83532 0.40
H -2.20266 -2.46355 4.13218 0.26
O -2.08436 -3.79577 -5.51992 -0.54
O 0.62015 -1.97729 -2.27666 -0.53
H 4.11627 2.51285 -0.21909 0.29
C 0.52534 3.43986 -7.21978 -1.39
H 2.30713 1.12347 -5.36073 0.28
H -2.76379 -2.48334 2.58493 0.28
H 0.83379 -0.00183 -0.50896 0.24
C -2.35866 -6.16455 -5.13165 -1.33
C -1.44062 -4.63982 -3.35338 -0.89
C 0.71758 2.21954 -6.33334 0.45
H -0.21011 0.30896 6.11953 0.12
H 2.78120 1.85939 -6.90152 0.39



Record 3
34
Properties=species:S:1:pos:R:3:mulliken_charge:R:1 method="wB97M-V/def2-TZVPD" smiles="O=Cc1ccc(C(=O)OCC(=O)Nc2ccc(F)cc2F)cc1" charge=0 gap_ev=8.02 fmax_ev_per_a=0.7 e_tot_ev=-31885.988 homo_ev=-8.91
C -1.67758 2.51954 0.54952 -0.08
H -1.71958 0.44704 0.54067 0.28
C -1.08592 4.84286 0.18453 -0.62
H 4.81788 -4.29313 -2.05478 0.28
C -0.16771 -1.53881 0.55873 0.75
H -0.49840 -2.78243 -1.74646 0.46
C 0.52650 -2.84983 -1.41438 -0.35
H -0.38549 5.65415 0.29592 0.47
C 3.14808 -2.98194 -0.49678 -0.77
C -3.18844 3.98071 -0.64121 -0.63
C 1.47684 -3.51902 -2.15526 -0.64
C -0.78476 3.58532 0.67361 0.72
F 0.42011 3.39150 1.22740 -0.29
N -1.38828 1.25036 1.06981 -0.02
O -1.30738 -1.39260 0.16686 -0.74
C 3.80414 -4.30627 -2.50144 -0.26
O -0.69923 1.88093 3.14724 -0.60
H -4.11419 4.15128 -1.16600 0.43
C -0.89892 1.03001 2.31920 0.70
C -2.29511 5.02226 -0.46142 0.36
H -1.63012 -0.98938 2.54839 0.35
O 3.58884 -4.86521 -3.54420 -0.48
C -0.66865 -0.46447 2.60859 -0.68
C 2.79553 -3.58995 -1.70199 0.80
C 2.19854 -2.31420 0.24932 -0.57
H 1.22618 -3.99601 -3.09084 0.46
C -2.87282 2.73653 -0.13047 -0.51
H -3.55878 1.91267 -0.25407 0.40
O 0.26805 -1.07952 1.73155 -0.30
C 0.88259 -2.24639 -0.20772 0.30
H -0.24593 -0.55854 3.60992 0.30
F -2.59864 6.23956 -0.94536 -0.32
H 2.46292 -1.84003 1.18110 0.46
H 4.16975 -3.03699 -0.14999 0.35



Record 4
102
Properties=species:S:1:pos:R:3:mulliken_spin:R:1 method="wB97M-V/def2-TZVPD" charge=0 gap_ev="3.36 / 6.63" spin_multiplicity=2 fmax_ev_per_a=4.5 e_tot_ev=-132954.320 homo_ev="-3.69 / -7.08"
H 0.89895 -4.64278 -3.19248 0.00
F -7.06638 1.61169 2.11615 0.00
H -3.70569 -1.50343 -2.79512 0.00
S -0.17367 1.94956 5.63070 -0.05
H -3.92441 0.75792 1.77402 0.00
F -5.29189 6.14007 2.52676 0.00
O 0.62897 0.71339 5.48601 -0.09
C -4.27682 -2.12796 -2.10820 0.00
S 4.70199 -2.28475 -2.88437 0.00
O -2.76215 -3.92931 -2.47497 0.00
F 4.90233 2.51222 -3.88429 0.00
H -1.26284 1.26756 3.41761 0.00
H -3.25380 5.61720 2.34384 0.00
F 4.65248 1.33642 -1.23554 -0.01
H 5.33208 -4.14176 -4.12588 0.00
H -4.46359 -6.26205 -3.87496 0.00
C 2.50419 -1.01304 -3.69365 0.00
C -4.80874 1.00504 2.36137 0.00
C -1.18580 2.14533 4.05925 0.04
F -4.21030 1.65250 3.39898 0.00
H -4.52690 -7.06913 -2.20882 0.00
C 2.35945 -4.90398 -0.15122 -0.03
H 0.82937 0.13848 -0.20025 0.00
C 3.32606 2.58278 4.51241 -0.05
O 5.22063 -2.61086 -1.51243 0.00
H -4.11771 -4.01940 -0.97175 0.00
H 3.80317 -4.59094 -3.30678 0.00
H -1.22730 -1.14688 0.08621 0.00
H -4.68546 -1.33820 -1.47781 0.00
H 3.20696 2.74126 1.36245 0.01
H 1.82278 4.01527 3.74212 0.00
Cs 4.57145 -0.98843 1.65063 0.32
H 3.32970 1.52573 4.24645 0.04
F 0.88944 3.82853 1.41139 0.00
H -5.12614 -2.41538 -2.72798 0.00
O 3.09004 -1.81770 -2.66311 0.00
H 4.05282 3.10091 3.88674 0.00
O 0.96998 3.18614 5.26732 0.00
O -2.21628 -5.99929 -1.05407 0.00
F 2.75380 1.90387 -2.10081 0.00
H 1.44716 6.19717 0.72415 0.00
O 5.51931 -1.39202 -3.74737 0.00
Ba 0.66672 -1.57186 4.11378 0.66
H 2.66950 -4.37392 0.73720 0.10
H 2.80073 -1.43111 -4.65562 0.00
C 1.69224 -4.26612 -1.21277 -0.06
H 0.65207 -2.10496 -3.67043 0.00
H 2.92688 -6.72527 0.72747 0.00
H -5.10282 -5.45548 -2.55477 0.00
O 3.79960 3.27888 -0.55992 0.01
F 1.01433 4.15723 -0.80194 0.00
F -5.91688 1.33088 0.35377 0.00
H 2.30381 1.96519 0.13220 -0.01
C 1.73950 4.10753 0.41676 0.01
H 0.61653 -0.64711 -2.64872 0.00
H -0.84863 2.98194 3.44730 0.00
H 3.88425 -3.48796 -4.82566 0.00
C -5.56374 3.26201 1.67486 0.00
C 4.66331 3.19317 -2.81118 0.00
O -1.21628 -1.58854 2.07002 -0.05
H -2.22714 2.32910 4.32375 -0.01
H 1.38639 2.38724 3.33245 -0.01
C 4.31834 -3.82282 -3.88356 0.00
F 3.25287 5.93090 -0.12195 0.00
C 1.85848 2.98940 4.10874 0.03
C 2.15829 -6.95625 -1.27972 0.00
C 0.74190 -0.55563 0.63563 0.06
H 3.38831 2.84754 5.56793 0.00
C -3.48317 -3.27985 -1.46014 0.00
O -1.66813 -5.91875 -3.45392 0.00
C -4.32297 4.98448 0.59201 0.00
H -2.71071 -3.04265 -0.72861 0.00
F -5.46345 5.26929 -0.10035 0.00
C 3.92401 2.40452 -1.68640 -0.01
H 2.77091 0.04289 -3.64925 0.00
N 1.53450 -6.33892 -2.34388 0.00
H -5.39434 3.46144 2.73299 0.00
F 4.04761 4.31939 -3.26736 0.00
F -3.81380 7.16523 1.34813 0.00
F 2.71435 5.65592 2.02085 0.00
C -4.32123 -6.17530 -2.79778 0.00
H -6.45575 3.77755 1.31901 0.00
C 2.53367 -6.25123 -0.15970 -0.01
O 1.66228 -0.28921 1.72052 0.05
H -1.16417 0.26788 1.21911 -0.01
H 5.66337 3.45747 -2.46746 0.00
F -5.17892 -0.12103 2.89260 0.00
C -5.84540 1.80095 1.58612 0.00
H 1.08107 -1.52332 0.26600 0.07
S -2.59096 -5.58726 -2.38827 0.00
H 1.69973 -3.19445 -1.34643 0.00
C 0.98714 -1.07153 -3.58178 0.00
O -4.33611 3.57880 1.03807 0.00
F -3.27727 5.04143 -0.19819 0.00
H 0.42974 -0.80494 -4.47974 0.00
C -0.78413 -0.72758 0.98947 -0.02
C 1.30275 -5.01185 -2.26129 0.01
C -4.12736 5.94784 1.78201 0.00
O -0.89175 2.26954 6.89743 0.01
C 2.28101 5.49516 0.72467 0.00
C 2.76369 2.92107 0.38301 0.00
H 2.24805 -8.02873 -1.36976 0.00



Record 5
15
Properties=species:S:1:pos:R:3:mulliken_spin:R:1 method="wB97M-V/def2-TZVPD" charge=+1 gap_ev="8.64 / 8.77" spin_multiplicity=4 fmax_ev_per_a=5.0 e_tot_ev=-48018.002 homo_ev="-14.38 / -14.55"
H -1.40977 0.33406 1.33831 0.00
Co -0.01130 2.19417 -1.10279 2.64
O -0.47502 0.88913 -2.26268 0.27
H 1.58763 -0.55483 0.97367 0.01
C -0.51159 -0.26828 1.53845 0.00
C 0.79693 0.52106 1.42266 0.01
C -0.56704 -0.38446 -1.72016 0.00
H 1.39475 -0.69139 -1.00217 0.00
H -0.56495 -0.80421 2.49212 0.00
O 0.74922 0.98476 0.13207 0.05
H 0.88247 1.36637 2.11649 0.00
C 0.39616 -0.61264 -0.54420 0.00
H -0.32397 -1.15904 -2.47130 0.01
H -1.61051 -0.59365 -1.41026 0.01
O -0.33301 -1.22104 0.49980 0.00